Molecular formula: C5H11N2O
Method: DFT, ωB97M-V/def2-TZVPD

```
19
Properties=species:S:1:pos:R:3:forces:R:3:nbo_charge:R:1
C 1.43224 -1.48788 -0.05110 -2.0946 3.3797 -0.5717 0.34
C 0.84010 0.73986 -0.15084 -0.4660 -2.7315 -1.1974 0.49
C -0.41784 -0.06865 0.09363 -0.4411 1.7634 1.9003 0.02
C -0.99665 0.34520 1.51697 0.7408 -0.6483 0.4520 -0.63
C -1.45460 0.05120 -1.00019 -1.7782 -1.4414 -0.4901 -0.62
N 0.11507 -1.41532 0.18505 0.7974 -1.6190 -0.4332 -0.52
N 1.83774 -0.24191 -0.28915 0.8021 0.3925 0.3692 -0.52
O 1.24858 1.86390 0.32909 4.0564 -1.6289 -1.8331 -0.63
H 2.02965 -2.32700 -0.16732 0.8352 -1.5062 -0.0714 0.25
H 0.94506 0.90495 -2.82139 -0.0244 0.0525 0.2782 -0.03
H -1.61532 1.22563 1.37126 -0.2081 -0.0228 0.3202 0.23
H -0.16769 0.57236 2.23724 -0.4720 0.0782 -0.8142 0.23
H -1.52510 -0.46848 2.08237 0.0203 0.6525 -1.1227 0.25
H -2.05012 1.02298 -1.00204 1.1649 -1.1958 -0.1169 0.26
H -2.18239 -0.75541 -0.64625 0.3108 1.0253 -0.9258 0.22
H -1.07121 -0.27410 -2.03672 -0.5267 0.8263 1.6540 0.25
H -0.48701 -2.22918 0.10103 0.1563 0.2319 0.2908 0.44
H 2.75968 0.08210 -0.52555 0.4886 -0.4397 0.1218 0.45
H 0.75981 2.45978 0.77391 -3.3618 2.8312 2.1900 0.52
```
Forces are in eV/Å.

As for the energy above the lowest of the compared OMol25 structures with the same formula, charge and spin: 5.697 eV. The gap between HOMO and LUMO (spin up / spin down) comes out at 9.9 / 7.4 eV. Its total charge is +1. The calculation puts the LUMO energy (spin up / spin down) at -4.222 / -4.170 eV. The maximum force comes out at 4.91 eV/A. The total energy is -10379.9084 eV.

Molecular formula: C5H7Cl
Method: DFT, ωB97M-V/def2-TZVPD

```
13
Properties=species:S:1:pos:R:3:forces:R:3:nbo_charge:R:1
C -0.68090 0.34022 0.46674 0.2727 -0.3154 0.3219 -0.22
C -0.16503 1.45971 -0.31983 -0.2413 1.1448 -0.8739 -0.42
C 0.57463 0.18085 -0.31266 1.6893 0.0317 0.5964 -0.27
C 1.95143 0.10355 0.31956 -0.6612 -0.5437 -1.0044 -0.18
C 2.83255 -0.79990 -0.08920 0.6077 -1.1104 -1.2204 -0.39
H -0.55581 0.47861 1.50208 -0.2567 -0.3222 1.2136 0.22
H 0.34307 2.25779 0.19165 -0.2286 0.2971 0.3509 0.22
H -0.72136 1.78134 -1.18058 0.0150 -0.0578 -0.3757 0.23
H 0.48147 -0.41828 -1.17116 -0.1454 -0.7432 -0.9604 0.23
H 2.24951 0.86114 1.01154 -0.1356 0.2424 0.7798 0.20
H 3.84847 -1.00609 0.29792 -0.7528 0.7077 0.0143 0.21
H 2.61630 -1.43413 -0.99213 -0.1201 0.4468 1.1468 0.19
Cl -2.07869 -0.60158 -0.00276 -0.0430 0.2221 0.0112 -0.02
```
Forces are in eV/Å.

As for the energy above the lowest of the compared OMol25 structures with the same formula, charge and spin: 1.255 eV. The gap between HOMO and LUMO comes out at 10.6 eV. The calculation puts the LUMO energy at 1.153 eV. Its structure (SMILES) is C=C[C@@H]1C[C@H]1Cl. The maximum force comes out at 1.79 eV/A. The total energy is -17819.2233 eV.

Molecular formula: C9H26BrN4O3
Method: DFT, ωB97M-V/def2-TZVPD

```
43
Properties=species:S:1:pos:R:3:forces:R:3:nbo_charge:R:1
Br -1.37576 0.07818 4.43535 0.0343 0.1440 0.0053 -1.00
C -1.39568 5.39306 8.12437 -2.9908 -0.4446 0.3112 0.76
O -1.70395 6.34992 8.82999 0.9902 -0.3182 0.2849 -0.69
N -0.67964 5.36547 7.04384 3.1148 2.0619 -2.3128 -0.82
N -1.99420 4.18452 8.16730 -1.6213 -0.8661 2.6273 -0.86
H -0.70143 4.52456 6.48483 0.7733 0.7214 -0.2295 0.41
H -0.12643 6.19910 6.90555 0.1276 -0.5144 -0.8255 0.40
H -1.91379 3.47851 7.44952 -0.1899 -0.0079 0.5666 0.41
H -2.59331 4.11743 8.97764 -0.2046 -0.7674 -0.5061 0.40
C 3.98400 2.92300 -0.48582 -0.5555 0.8919 -0.7517 -0.62
C 2.66768 2.77550 0.25357 -1.4458 1.8890 -2.4364 -0.06
C 1.56898 2.14916 -0.65451 -0.1258 0.2142 0.4407 -0.07
O 1.46772 2.81545 -1.85217 0.2628 1.4909 -2.3703 -0.56
C 0.96990 2.12709 -2.98824 0.5408 -0.8827 0.9868 -0.24
N 2.78466 2.00034 1.38290 0.7859 -1.6505 1.8414 -0.80
H 4.45517 1.98198 -0.76966 0.0865 -0.1158 0.3244 0.19
H 4.66209 3.61771 0.00985 0.1548 -0.4533 0.3389 0.21
H 3.72187 3.43345 -1.41256 0.1510 -0.0820 -0.2616 0.22
H 2.29569 3.77085 0.49650 0.1416 0.2848 0.1101 0.18
H 0.55966 2.25854 -0.25779 0.0588 -0.4597 1.1098 0.18
H 1.81631 1.09021 -0.72906 -0.0034 -0.3891 -0.4402 0.14
H 1.78115 1.49936 -3.35693 0.0893 -0.0815 -0.4661 0.16
H 0.60965 2.78744 -3.77705 0.1517 0.2534 0.3575 0.19
H 0.18522 1.42988 -2.69446 -0.4005 0.0701 -0.0208 0.17
H 3.06366 1.13851 0.93624 0.2743 -0.9516 0.9874 0.33
H 1.88480 1.82045 1.80479 -0.2047 -0.0527 0.3102 0.37
C -0.95336 -6.18112 -4.04865 -1.4053 -0.4207 0.1301 -0.62
C -1.80335 -4.91746 -4.15456 0.6309 1.8307 1.4653 -0.07
C -1.66640 -4.01712 -2.88449 -0.0495 -0.4020 0.6024 -0.06
O -1.94066 -4.73311 -1.68323 0.3904 0.0825 -1.4967 -0.56
C -1.82268 -4.11244 -0.43121 -0.8747 -0.8078 0.9763 -0.25
N -1.16958 -4.07354 -5.14984 0.4443 -0.0244 -1.7437 -0.83
H 0.10168 -5.94775 -3.90534 -0.1454 0.0790 -0.0503 0.22
H -1.11626 -6.78904 -4.93859 0.3635 0.0882 -0.3248 0.20
H -1.32188 -6.82552 -3.25051 0.1926 0.2011 0.2919 0.23
H -2.84861 -4.98045 -4.45716 -0.2050 -1.0599 0.5611 0.18
H -2.29016 -3.12409 -2.92365 -0.6201 -0.0063 -0.2685 0.16
H -0.66959 -3.57962 -2.93985 0.5185 -0.4203 0.3401 0.17
H -2.57079 -4.68792 0.11400 -0.0004 0.2950 0.6052 0.19
H -2.09586 -3.06428 -0.30945 0.0382 0.1938 -0.6796 0.18
H -0.88716 -4.29523 0.09744 0.4269 0.0988 -0.4391 0.17
H -1.16417 -4.64642 -5.98162 0.5823 -0.2056 -0.4537 0.34
H -1.77520 -3.33456 -5.47727 -0.2827 0.4935 0.5026 0.35
```
Forces are in eV/Å.

As for the energy above the lowest of the compared OMol25 structures with the same formula, charge and spin: 2.655 eV. The gap between HOMO and LUMO comes out at 6.2 eV. Its total charge is -1. The calculation puts the LUMO energy at 2.281 eV. The maximum force comes out at 4.39 eV/A. The total energy is -91900.6014 eV.

Molecular formula: C4H16NO3
Method: DFT, ωB97M-V/def2-TZVPD

```
24
Properties=species:S:1:pos:R:3:forces:R:3:nbo_charge:R:1
O -1.50871 -0.71815 -1.47463 0.0155 -0.3200 -0.4200 -0.73
C -1.90413 0.58245 -1.12797 -1.3849 0.2600 -0.1442 -0.10
C -1.20239 0.90666 0.16927 0.7053 1.0657 0.7505 -0.24
N 0.28827 0.71473 0.04553 -0.3458 -1.8910 -0.5911 -0.54
C 1.13247 1.04338 1.28342 -0.2412 0.3470 -1.7636 -0.21
C 0.80380 2.41708 1.78982 1.2628 0.6220 2.8577 -0.67
H -2.21996 -1.09262 -2.00448 0.1783 -0.2242 -0.0646 0.49
H -1.88129 1.29593 -2.00316 0.7911 -0.3641 1.0346 0.20
H -2.96991 0.55441 -0.87696 -0.0498 0.2481 0.1603 0.20
H -1.34196 1.94736 0.51949 -0.1845 -0.5128 -0.4044 0.23
H -1.51343 0.25016 0.98233 -0.2031 -0.1048 -0.2214 0.23
H 0.52796 1.28924 -0.76871 0.6124 -0.2994 0.2459 0.42
H 0.43092 -0.33048 -0.21795 0.1211 1.7398 0.0436 0.51
H 0.93319 0.22330 1.97093 0.3154 0.1678 0.0621 0.24
H 2.17232 1.08518 0.90596 -0.5380 -0.6444 0.3194 0.23
H 1.71972 2.68950 2.42230 -1.1331 -0.1497 -0.8374 0.26
H 0.74947 3.20891 1.03750 -0.3027 -0.2773 0.0329 0.23
H 0.00200 2.44387 2.57477 0.2852 0.0881 -1.2141 0.24
H 0.90121 -2.00493 -2.54318 -0.1323 0.7406 -0.1630 0.48
H 1.38448 -2.56706 -1.29915 0.3094 0.3993 0.6344 0.48
O 1.18893 -1.69573 -1.67237 0.0220 -0.9656 -0.3818 -0.95
H 1.40212 -2.74238 1.80350 -0.1851 -0.2095 -0.0204 0.49
H 0.17138 -2.89183 0.84735 0.0504 -0.1994 0.2620 0.49
O 0.88692 -2.30866 1.11646 0.0316 0.4839 -0.1774 -0.97
```
Forces are in eV/Å.

As for the energy above the lowest of the compared OMol25 structures with the same formula, charge and spin: 0.925 eV. The gap between HOMO and LUMO comes out at 11.8 eV. Its total charge is +1. The calculation puts the LUMO energy at -2.627 eV. The maximum force comes out at 3.19 eV/A. The total energy is -12033.7081 eV.

Molecular formula: C9H18ClN2O2
Method: DFT, ωB97M-V/def2-TZVPD

```
32
Properties=species:S:1:pos:R:3:forces:R:3:nbo_charge:R:1
C -1.87758 0.63283 1.57157 -0.0299 0.5265 -0.0945 -0.41
N -0.74356 -0.28230 1.45322 0.8493 0.2710 0.4211 -0.48
C -0.85815 -1.55660 2.18375 0.0083 -0.0321 -0.2237 -0.44
C 0.51125 0.33995 1.45232 -1.8227 0.9622 1.6547 0.21
Cl 1.43030 0.19250 3.14938 -0.2159 0.1736 -1.4094 -0.12
H -2.76786 0.03095 1.78733 0.2016 0.3802 -0.1532 0.23
H -1.73118 1.37576 2.38151 -0.1928 -0.3277 -0.2842 0.20
H -2.01363 1.16590 0.60690 -0.0857 -0.2265 0.5977 0.20
H -1.92046 -1.69500 2.42479 0.4724 -0.2179 -0.1491 0.23
H -0.50667 -2.35827 1.51990 -0.2151 0.0180 0.4358 0.23
H -0.27549 -1.52223 3.12021 -0.3675 -0.1383 -0.4004 0.22
H 0.40669 1.42654 1.36646 0.0205 -0.2793 -0.2052 0.23
C -2.38028 -1.09579 -2.59854 -0.3640 -0.3970 -0.1374 -0.27
O -1.22079 -0.39591 -2.10900 0.6611 0.1866 0.2435 -0.50
C -0.43566 -1.01838 -1.22901 -1.2148 -2.0369 0.6996 0.80
C 0.85568 -0.26076 -1.01379 0.3740 0.3629 0.2051 -0.12
C 0.86010 1.16792 -1.50052 -0.0894 0.4365 -0.2180 -0.43
C 2.10198 1.79379 -0.84111 0.3710 0.5086 -0.5468 -0.45
C 2.59027 0.83639 0.24973 -0.2038 -0.1551 0.0102 -0.22
N 1.43018 -0.14046 0.41582 0.4187 -1.0172 0.0150 -0.40
O -0.67647 -2.11374 -0.74498 0.6886 1.3963 -0.7442 -0.58
H -2.56880 -0.72970 -3.61190 0.1563 0.0196 0.3061 0.21
H -2.19977 -2.17687 -2.61873 -0.0320 0.3319 0.0908 0.22
H -3.23923 -0.86539 -1.96026 0.2262 -0.0971 -0.0697 0.20
H 1.63376 -0.82802 -1.53779 -0.0917 -0.0020 0.0765 0.25
H 0.94253 1.15984 -2.59566 -0.1560 0.1494 0.3811 0.26
H -0.07691 1.69236 -1.23622 0.4752 -0.3069 -0.1015 0.24
H 2.89063 1.90641 -1.60265 -0.2370 0.0988 0.4354 0.25
H 1.88386 2.78849 -0.43719 0.0938 -0.2413 -0.1105 0.24
H 3.46360 0.26293 -0.06124 -0.1030 0.0192 0.1308 0.24
H 2.76916 1.31326 1.21891 0.0632 -0.2639 -0.3017 0.26
H 1.72250 -1.04640 0.79681 0.3411 -0.1021 -0.5540 0.46
```
Forces are in eV/Å.

As for the energy above the lowest of the compared OMol25 structures with the same formula, charge and spin: 0.000 eV. The gap between HOMO and LUMO comes out at 10.2 eV. Its total charge is +1. The calculation puts the LUMO energy at -2.856 eV. Its structure (SMILES) is COC(=O)[C@H]1CCC[N@H+]1[C@H](Cl)N(C)C. The maximum force comes out at 2.64 eV/A. The total energy is -29215.7666 eV.